Record 1
62
Properties=species:S:1:pos:R:3:lowdin_charge:R:1 method="wB97M-V/def2-TZVPD" total_energy_ha=-1616.1231 lumo_energy_ev=-10.8 total_charge=+3 e_above_lowest_kj_mol=59.2
Ta 0.05065 0.31421 0.19153 2.0238
O -0.03240 -3.28711 -2.31002 0.2606
C -0.34470 -2.05469 -2.09448 -0.3878
O 0.00800 -1.44842 -1.07226 -0.0529
C -1.19030 -1.42808 -3.18384 -0.0502
O -1.86500 -0.28212 -2.71332 -0.1288
C -3.07990 -0.52723 -1.99150 -0.0366
C -2.78430 -0.69072 -0.50472 -0.4431
O -3.24545 -1.47916 0.24357 0.2127
O -1.80735 0.21753 -0.09002 -0.2308
H 0.52493 -3.67885 -1.61390 0.1801
H -0.51763 -1.12861 -3.99239 0.1703
H -1.86111 -2.18867 -3.59095 0.1678
H -3.71645 0.34123 -2.15307 0.1539
H -3.60908 -1.42180 -2.32135 0.1596
C 1.40631 1.94646 -0.42640 -0.3780
C 0.36301 2.18815 -1.41094 -0.2297
C -0.78875 2.64530 -0.73315 -0.2127
C -0.49646 2.73694 0.64388 -0.2268
C 0.84810 2.31165 0.86817 -0.3480
C 1.66330 2.62386 2.08981 0.0089
C -1.46281 3.19745 1.67896 0.0160
C -2.10395 2.92054 -1.36391 0.0261
C 0.49857 2.00512 -2.87816 0.0170
C 2.88943 2.10392 -0.68998 -0.0039
H 2.04750 3.64347 2.01230 0.1219
H 2.52444 1.96232 2.19352 0.0900
H 1.07403 2.55622 3.00363 0.0868
H -1.78379 4.21263 1.42668 0.1280
H -1.03806 3.22081 2.67802 0.0945
H -2.37461 2.59626 1.68032 0.0888
H -2.20834 3.99412 -1.55313 0.1294
H -2.92940 2.62861 -0.71368 0.1001
H -2.21308 2.41562 -2.32151 0.0889
H 0.65817 2.99656 -3.31762 0.1319
H -0.39988 1.59320 -3.33621 0.0813
H 1.35619 1.39247 -3.15310 0.0902
H 3.13929 3.16524 -0.62618 0.1191
H 3.16766 1.80164 -1.70125 0.0859
H 3.51626 1.58033 0.03177 0.0894
N 2.84134 -1.18736 -1.23135 0.2004
C 2.78203 -1.48569 0.07991 -0.4135
N 3.61882 -2.37412 0.54621 0.2119
C 3.55637 -2.64658 1.85883 -0.3668
N 4.40145 -3.50366 2.37508 0.2599
N 2.64010 -2.07457 2.70257 0.2273
C 1.81595 -1.25001 2.15236 -0.2664
N 1.80801 -0.85967 0.83940 0.0279
C 0.72163 -0.71622 2.97589 -0.1767
C 0.64154 -0.95205 4.33150 0.0607
C -0.48894 -0.53130 5.01966 0.0482
C -1.51535 0.08308 4.31830 0.0323
C -1.36580 0.30467 2.96631 -0.0672
N -0.25051 -0.06403 2.29952 -0.0202
H 3.62303 -1.59986 -1.72456 0.1454
H 2.55980 -0.27467 -1.54857 0.0718
H 5.10080 -3.94106 1.79279 0.1509
H 4.38107 -3.70886 3.36273 0.1489
H 1.44767 -1.47718 4.82254 0.1388
H -0.57569 -0.70325 6.08485 0.1459
H -2.42866 0.39053 4.80891 0.1430
H -2.14033 0.77746 2.38442 0.1040

Record 2
58
Properties=species:S:1:pos:R:3:lowdin_charge:R:1 method="wB97M-V/def2-TZVPD" total_energy_ha=-1709.2228 lumo_energy_ev="-7.1 / -7.1" total_charge=+2 e_above_lowest_kj_mol=0.0
Pd -0.11063 0.63494 0.51911 0.9819
C 1.73541 2.85902 -0.56062 -0.1346
C 2.62068 1.60539 -0.35164 -0.1626
N 2.13096 0.75740 0.75134 -0.1188
C 2.43566 1.28846 2.10177 -0.1500
C 1.29216 1.00147 3.05814 -0.1509
N -0.03289 1.35027 2.46617 -0.1617
C -0.40263 2.79025 2.46671 -0.1405
C 0.31158 3.55241 1.36102 -0.1412
N 0.40563 2.75632 0.10187 -0.0940
H 1.58515 3.00891 -1.62820 0.1310
H 2.24103 3.75049 -0.19066 0.1237
H 3.65764 1.90706 -0.18842 0.1353
H 2.60375 1.00372 -1.25729 0.0928
H 2.51428 -0.17923 0.67008 0.1282
H 2.62579 2.35573 2.01738 0.1130
H 3.35067 0.84557 2.49756 0.1445
H 1.42888 1.54389 3.99596 0.1416
H 1.25417 -0.06434 3.28128 0.1085
H -0.73163 0.83256 2.99522 0.1025
H -0.18165 3.23302 3.44011 0.1429
H -1.47749 2.84482 2.31264 0.1067
H 1.31786 3.82317 1.66676 0.1102
H -0.21523 4.48877 1.17580 0.1434
H -0.31772 3.06288 -0.53961 0.1303
C 0.71333 -0.85017 -3.41237 -0.0159
C -0.46873 -0.54534 -4.07812 0.0022
C -1.53293 -0.02078 -3.36984 0.0375
C -1.39797 0.21454 -2.00884 -0.1983
N -0.21994 -0.02010 -1.39751 -0.0295
C 0.79552 -0.57463 -2.06779 -0.1296
C -2.45288 0.65989 -1.09856 -0.1790
C -3.79279 0.79670 -1.45191 0.0092
C -4.73661 1.09693 -0.48429 -0.0328
C -4.35446 1.22920 0.84258 -0.0325
C -3.01948 1.08644 1.21200 -0.1033
C -2.08004 0.84556 0.23233 -0.2175
H 1.55369 -1.29783 -3.92281 0.1270
H -0.56228 -0.73357 -5.13931 0.1315
H -2.46990 0.19587 -3.86140 0.1261
H 1.68004 -0.82344 -1.49726 0.1130
H -4.10652 0.64052 -2.47550 0.1218
H -5.77650 1.20143 -0.76012 0.1244
H -5.09758 1.42130 1.60489 0.1246
H -2.76801 1.14218 2.26332 0.0986
C 2.18320 -5.51936 0.75301 -0.0129
C 1.15564 -4.62143 0.14951 -0.2997
C 0.50649 -4.90970 -1.04551 0.0182
C -0.41526 -3.99329 -1.51650 -0.0931
N -0.72936 -2.88138 -0.84707 0.0692
C -0.06194 -2.71090 0.28761 -0.7528
S -0.57842 -1.41275 1.40243 0.7944
N 0.87318 -3.48417 0.80677 0.0961
H 2.32492 -6.42156 0.16336 0.0867
H 1.88175 -5.79468 1.76359 0.0966
H 3.13456 -4.99238 0.83236 0.0920
H 0.71668 -5.81906 -1.59000 0.1238
H -0.93883 -4.15699 -2.45158 0.1220

Record 3
59
Properties=species:S:1:pos:R:3:lowdin_charge:R:1 method="wB97M-V/def2-TZVPD" total_energy_ha=-2093.2601 lumo_energy_ev=0.4 e_above_lowest_kj_mol=0.0
Ag 0.45644 0.76121 0.16732 0.6039
C -1.67363 5.04382 1.44168 -0.0381
N -1.26895 4.03885 2.39719 -0.1290
C -1.91328 3.76113 3.58688 -0.0458
C -1.26303 2.75366 4.18267 -0.0377
N -0.20341 2.39144 3.34762 0.0042
C -0.19947 3.20707 2.23369 -0.7443
S 0.93096 3.30818 1.01828 0.6299
C 0.58928 1.25089 3.57859 -0.2662
C 0.90350 0.90747 4.89321 -0.0012
C 1.56723 -0.27955 5.12886 -0.0540
C 1.89128 -1.08920 4.04936 -0.0531
C 1.58043 -0.63709 2.78137 -0.1161
N 0.95088 0.51279 2.53989 0.0687
H -2.09337 5.89683 1.97134 0.0918
H -2.41866 4.64462 0.75212 0.0993
H -0.79865 5.35200 0.87507 0.0538
H -2.78716 4.30512 3.89881 0.1237
H -1.48345 2.23406 5.09570 0.1182
H 0.64502 1.57356 5.70412 0.1124
H 1.82892 -0.56054 6.13998 0.1112
H 2.38197 -2.04178 4.18910 0.1066
H 1.84056 -1.21959 1.90572 0.1028
O -1.65489 -0.30696 1.13959 -0.6204
S -2.44249 -0.64085 -0.08984 0.9025
C -3.77914 -1.76719 0.51980 -0.3017
C -3.49392 -3.18409 0.02703 -0.2396
C -1.98144 -3.27665 -0.15722 -0.2396
C -1.60529 -2.02346 -0.92457 -0.3352
H -4.74317 -1.38107 0.19147 0.0796
H -3.69712 -1.67614 1.60224 0.0869
H -3.98511 -3.34917 -0.93451 0.1110
H -3.87125 -3.92657 0.73142 0.1110
H -1.68695 -4.18411 -0.68577 0.1145
H -1.48615 -3.26938 0.81730 0.1148
H -1.98255 -2.03114 -1.94999 0.1038
H -0.54847 -1.77624 -0.92923 0.0404
C 2.13589 -2.72258 -1.94717 -0.1201
N 3.10004 -1.88347 -2.61899 -0.2682
C 3.23582 -2.25743 -4.00965 -0.1242
C 2.93932 -0.45217 -2.36037 -0.1902
C 1.68620 0.22852 -2.88726 -0.2710
C 1.63346 0.51549 -4.25244 -0.0816
C 0.52849 1.12846 -4.82104 -0.1118
C -0.53899 1.46287 -4.00272 -0.1251
C -0.46176 1.21506 -2.63833 -0.1900
C 0.64561 0.60361 -2.01951 -0.1899
H 2.51651 -3.74772 -1.90845 0.0793
H 1.15240 -2.74556 -2.44477 0.0792
H 1.99759 -2.36781 -0.92438 0.0671
H 3.53294 -3.30821 -4.05905 0.0784
H 4.01735 -1.65767 -4.47948 0.0819
H 2.30850 -2.14300 -4.59192 0.0789
H 3.82600 0.03418 -2.78070 0.1165
H 2.97318 -0.32261 -1.27541 0.0886
H 2.48811 0.28116 -4.87870 0.0969
H 0.50913 1.35440 -5.88045 0.0921
H -1.41968 1.93789 -4.42167 0.0898
H -1.31156 1.52464 -2.03385 0.0545

Record 4
61
Properties=species:S:1:pos:R:3:mulliken_spin:R:1 method="wB97M-V/def2-TZVPD" total_energy_ha=-2782.3770 lumo_energy_ev="2.5 / 1.0" total_charge=-1 spin_multiplicity=3 e_above_lowest_kj_mol=135.1
Au -1.59932 -0.23857 0.23463 0.7326
Cl -2.29364 1.36867 1.80978 0.3043
N 0.08682 2.00706 -0.28695 -0.0716
N -0.48739 -2.14918 0.25036 0.0396
C -0.86811 2.77314 -0.71714 -0.0125
C -0.84470 -2.93933 -0.67071 -0.0104
C 1.12036 2.85436 0.32436 0.0036
C 0.49116 4.24982 0.25470 0.0027
C 2.37880 2.74749 -0.51667 -0.0035
C 1.38829 2.43890 1.74978 0.0095
H 2.16269 3.04701 -1.54684 0.0003
H 2.73971 1.71674 -0.51651 0.0014
H 3.15217 3.40496 -0.10630 -0.0004
H 0.46718 2.52342 2.33776 -0.0007
H 2.15913 3.09656 2.17647 0.0000
H 1.72352 1.40615 1.81695 0.0035
C 0.56151 -2.79180 1.09104 -0.0239
C 0.71550 -4.12749 0.36920 0.0002
C 0.06922 -2.95354 2.51491 0.0127
C 1.86590 -2.01114 1.06183 0.0163
H 2.12704 -1.74278 0.02734 -0.0049
H 2.66223 -2.64645 1.46221 0.0022
H 1.80013 -1.11941 1.69599 0.0061
H -0.93087 -3.39502 2.51008 0.0008
H 0.04518 -1.97980 3.01144 -0.0081
H 0.75275 -3.60700 3.05936 -0.0012
O -0.20699 -4.09184 -0.76173 0.0084
H 0.43717 -4.98368 0.99082 0.0008
H 1.71770 -4.29783 -0.03732 0.0022
O -0.75242 4.07757 -0.47906 0.0004
H 1.09968 4.97774 -0.28838 -0.0020
H 0.21945 4.63560 1.24872 0.0012
C -2.06524 2.30426 -1.48034 0.0332
C -1.90649 -2.66276 -1.71050 -0.0140
C -1.44764 -1.35374 -2.27776 0.1633
H -2.85159 -2.54500 -1.15900 -0.0337
H -1.99141 -3.47725 -2.39988 0.0106
C -1.53307 -0.17432 -1.60558 0.1904
C -1.57407 1.07404 -2.18123 0.0655
H -3.10304 -0.31137 -0.00787 0.5166
C -0.93078 1.14630 -3.41961 0.0321
C -0.52414 -0.01795 -4.05010 0.0211
C -0.62681 2.49266 -4.02926 -0.0015
C -0.77863 -1.26171 -3.50123 0.0187
H 0.09494 0.05637 -4.96857 0.0040
C -0.30179 -2.52477 -4.16877 0.0099
H 0.30978 -2.26954 -5.03867 -0.0003
H -1.10210 -3.19152 -4.50155 -0.0008
H 0.33226 -3.10650 -3.49695 -0.0001
H -1.49008 3.16163 -4.10059 0.0004
H -0.21553 2.36151 -5.03350 0.0002
H 0.13332 3.03072 -3.45251 0.0017
H -2.41782 3.10660 -2.11830 0.0019
H -2.82869 2.05296 -0.74026 -0.0189
Cl -0.68916 2.26241 4.90780 0.0047
C -0.25363 0.64545 5.46258 -0.0036
Cl -1.44901 -0.57729 5.05917 0.0031
C 1.17827 0.27765 4.73244 0.0032
O 2.02030 0.45708 5.55942 0.0001
O 1.09910 -0.08285 3.50994 -0.0177
H -0.08661 0.65212 6.54645 0.0002